a:
10
Properties=species:S:1:pos:R:3:mulliken_charge:R:1 method="wB97M-V/def2-TZVPD" smiles="CCN=C=O" multiplicity=1 gap_ev=11.15 e_lumo_ev=0.8405
C -0.65 -0.66 -0.58 -1.0402
C -0.59 0.61 0.26 -0.1981
N 0.68 0.70 0.97 -0.4149
C 1.76 0.27 0.66 0.6479
O 2.85 -0.11 0.43 -0.4610
H 0.25 -0.74 -1.19 0.3222
H -1.51 -0.66 -1.25 0.3285
H -0.70 -1.55 0.06 0.2915
H -1.39 0.64 1.00 0.2642
H -0.70 1.50 -0.36 0.2599


b:
10
Properties=species:S:1:pos:R:3:mulliken_charge:R:1 method="wB97M-V/def2-TZVPD" multiplicity=1 gap_ev="8.96 / 7.92" e_lumo_ev="0.3151 / 0.1834"
C -1.59 -0.13 -0.02 0.0258
C 0.82 -1.10 -0.01 -0.7836
C 0.74 0.41 -0.01 -0.1468
N -0.66 0.80 -0.01 -0.0405
O -2.77 -0.23 0.02 -0.3634
H 0.91 -1.61 0.93 0.2966
H 1.03 -1.62 -0.92 0.2897
H 1.21 0.84 0.88 0.2422
H 1.22 0.83 -0.90 0.2440
H -0.92 1.80 0.03 0.2362


c:
10
Properties=species:S:1:pos:R:3:mulliken_charge:R:1 method="wB97M-V/def2-TZVPD" smiles="C=NC(C)=O" multiplicity=1 gap_ev=9.80 e_lumo_ev=0.4694
C 1.54 0.64 -1.43 -0.2689
N 0.45 0.40 -0.85 -0.4023
C 0.45 -0.43 0.56 0.6264
C -0.97 -0.31 1.09 -0.8907
O 1.32 -1.20 0.87 -0.4763
H 1.51 1.32 -2.19 0.2936
H 2.47 0.18 -1.18 0.2528
H -1.18 -1.13 1.70 0.3487
H -0.93 0.54 1.91 0.2272
H -1.78 -0.17 0.33 0.2895


d:
10
Properties=species:S:1:pos:R:3:mulliken_charge:R:1 method="wB97M-V/def2-TZVPD" multiplicity=1 gap_ev="9.86 / 7.83" e_lumo_ev="-0.3662 / -0.4492"
C -0.91 -0.68 0.07 -0.1238
C 1.39 0.57 -0.64 -0.0979
C 0.38 -0.04 0.16 0.0655
N -1.82 0.01 -0.54 -0.5647
O 1.65 -0.50 0.36 -0.3503
H -1.19 -1.53 0.69 0.3719
H 1.61 0.31 -1.63 0.2533
H 1.76 1.60 -0.35 0.1744
H -0.12 0.70 2.43 0.0296
H -2.74 -0.44 -0.54 0.2421


Stability ranking, top and bottom: a is the most stable and d is the least stable.


a:
10
Properties=species:S:1:pos:R:3:mulliken_charge:R:1 method="wB97M-V/def2-TZVPD" smiles=COCC#N multiplicity=1 gap_ev=11.52 e_lumo_ev=0.7364
C -1.60 -0.70 0.16 -0.5096
O -1.08 0.39 -0.48 -0.2962
C 0.04 0.84 0.24 -0.3689
C 1.28 0.11 0.03 0.3186
N 2.20 -0.60 -0.11 -0.3909
H -2.40 -0.37 1.02 0.2194
H -2.19 -1.27 -0.77 0.2031
H -0.66 -1.40 0.64 0.2437
H 0.01 0.73 1.39 0.2982
H 0.12 1.94 -0.13 0.2826


b:
10
Properties=species:S:1:pos:R:3:mulliken_charge:R:1 method="wB97M-V/def2-TZVPD" multiplicity=1 gap_ev=11.67 e_lumo_ev=1.0161
C 0.53 2.69 -2.29 -0.1526
C -0.21 -1.21 0.54 -0.3735
C 0.31 0.19 0.56 -0.1820
N -0.23 1.87 -1.92 -0.0898
O -0.84 -0.22 -0.22 -0.3616
H 1.27 0.48 0.12 0.2747
H 0.13 -2.05 -0.05 0.2298
H -0.57 -1.63 1.50 0.2069
H -0.12 0.81 1.43 0.1888
H -1.15 1.55 -1.67 0.2594


Stability ranking, top and bottom: a is the most stable and b is the least stable.


a:
10
Properties=species:S:1:pos:R:3:mulliken_charge:R:1 method="wB97M-V/def2-TZVPD" smiles=N#CCCO multiplicity=1 gap_ev=11.16 e_lumo_ev=0.4302
N -2.63 0.34 0.84 -0.3797
C -1.54 0.01 0.80 0.2330
C -0.18 -0.40 0.67 -0.4601
C 0.78 0.40 -0.35 -0.4093
O 0.24 0.58 -1.65 -0.4983
H 0.29 -0.33 1.65 0.2858
H -0.19 -1.34 0.32 0.3013
H 0.97 1.35 0.12 0.3403
H 1.62 -0.36 -0.25 0.2381
H 0.64 -0.25 -2.15 0.3488


b:
10
Properties=species:S:1:pos:R:3:mulliken_charge:R:1 method="wB97M-V/def2-TZVPD" smiles="O=CN1CC1" multiplicity=1 gap_ev=11.05 e_lumo_ev=0.9891
O 2.38 -0.75 0.08 -0.4526
C 1.50 0.06 0.01 0.1047
N 0.27 -0.11 0.68 -0.2494
C -0.90 0.66 0.31 -0.3168
C -0.73 -0.73 -0.18 -0.3489
H 1.59 0.97 -0.62 0.3181
H -1.59 0.84 1.13 0.2295
H -0.81 1.47 -0.41 0.2423
H -0.46 -0.83 -1.23 0.2499
H -1.25 -1.58 0.24 0.2233


c:
10
Properties=species:S:1:pos:R:3:mulliken_charge:R:1 method="wB97M-V/def2-TZVPD" smiles="O=CN1CC1" multiplicity=1 gap_ev=10.98 e_lumo_ev=0.9208
O 0.11 -1.05 -1.65 -0.5179
C 0.91 -0.26 -1.09 0.1989
N 0.60 0.45 0.04 -0.3611
C -0.12 -0.30 1.01 -0.2592
C -0.86 0.68 0.22 -0.2947
H 1.98 -0.06 -1.47 0.3310
H -0.22 -1.39 0.86 0.2381
H 0.21 -0.07 2.04 0.2017
H -1.14 1.69 0.62 0.2113
H -1.47 0.31 -0.60 0.2518


d:
10
Properties=species:S:1:pos:R:3:mulliken_charge:R:1 method="wB97M-V/def2-TZVPD" smiles="O=CN1CC1" multiplicity=1 gap_ev=10.99 e_lumo_ev=1.0160
O 1.53 -0.67 0.17 -0.5275
C 1.30 0.51 -0.07 0.2083
N -0.06 0.89 -0.35 -0.4968
C -0.82 0.07 0.74 -0.2531
C -0.75 -0.63 -0.51 -0.3784
H 2.10 1.24 -0.37 0.3672
H -0.06 -0.25 1.47 0.2571
H -1.74 0.64 0.91 0.2505
H -1.36 -0.40 -1.51 0.2585
H -0.15 -1.40 -0.50 0.3143


Stability ranking, top and bottom: a is the most stable and d is the least stable.